[1]
A structure of composition H30O15Xe in a non-equilibrium geometry. Source: the Open Molecules 2025 dataset; level of theory: wB97M-V/def2-TZVPD.

The HOMO energy comes out at -10.26 eV. The calculation puts the max |F| at 1.1 eV/A. The HOMO-LUMO gap comes out at 10.2 eV. The value obtained for the relative energy (zero: lowest compared OMol25 entry of this formula, charge and spin) is 0.279 eV. The LUMO energy comes out at -0.001 Ha.

Each line ends with the Mulliken charge.
Element x y z (Å)
Xe -0.162 -0.352 -0.073  0.008
O 2.266 2.371 -2.545  -0.683
H 1.591 2.833 -2.049  0.459
H 2.171 1.455 -2.284  0.329
O -1.110 1.557 -2.745  -0.637
H -1.284 2.093 -3.518  0.300
H -0.575 0.832 -3.070  0.200
O 1.016 -1.591 3.229  -0.611
H 1.484 -1.169 2.509  0.291
H 0.822 -2.471 2.907  0.335
O 0.027 3.188 -0.819  -0.659
H -0.345 2.633 -1.505  0.264
H -0.345 4.054 -0.984  0.296
O 0.727 -2.081 -3.526  -0.616
H 1.201 -2.478 -2.795  0.395
H 1.409 -1.846 -4.156  0.303
O 3.082 -0.264 -1.699  -0.631
H 2.759 -1.165 -1.686  0.323
H 3.861 -0.297 -2.254  0.262
O -1.967 -1.083 3.777  -0.605
H -1.777 -0.809 4.675  0.287
H -1.171 -0.876 3.289  0.301
O -0.403 -4.104 -0.886  -0.587
H -1.091 -4.109 -0.220  0.329
H -0.791 -4.558 -1.635  0.286
O -2.044 -3.664 1.387  -0.672
H -2.565 -4.465 1.451  0.298
H -2.664 -2.997 1.091  0.332
O 2.893 -0.491 1.229  -0.611
H 3.045 0.307 1.735  0.318
H 3.191 -0.276 0.345  0.310
O -1.193 2.065 2.975  -0.642
H -1.653 2.623 3.602  0.304
H -0.663 2.671 2.458  0.317
O -3.419 1.841 1.511  -0.698
H -3.733 1.005 1.856  0.301
H -2.543 1.941 1.882  0.436
O 1.154 3.440 1.664  -0.673
H 0.706 4.243 1.930  0.270
H 0.799 3.243 0.798  0.437
O 2.191 -2.962 -1.431  -0.649
H 1.391 -3.339 -1.065  0.290
H 2.609 -3.689 -1.894  0.281
O -3.311 2.363 -1.295  -0.658
H -3.052 2.282 -0.377  0.366
H -2.534 2.098 -1.788  0.402



[2]
A cluster of 16 separate species, H30O19P in total in a non-equilibrium geometry. Source: the Open Molecules 2025 dataset; level of theory: wB97M-V/def2-TZVPD.

The HOMO energy comes out at -0.64 eV. Its net charge is -3. The calculation puts the max |F| at 10.3 eV/A. The HOMO-LUMO gap comes out at 8.2 eV. The value obtained for the relative energy (zero: lowest compared OMol25 entry of this formula, charge and spin) is 4.929 eV. The LUMO energy comes out at 0.277 Ha.

Each line ends with the Mulliken charge.
Element x y z (Å)
P -0.016 -0.167 -0.034  -2.061
O 0.139 -0.069 1.336  0.594
O -0.767 1.114 -0.669  0.123
O -0.783 -1.285 -0.457  -0.185
O 1.310 -0.219 -0.598  0.598
O -2.137 0.742 2.268  -0.761
H -1.308 0.456 1.887  0.288
H -2.582 1.153 1.561  0.347
O 0.575 1.473 3.235  -0.862
H -0.101 0.973 3.746  0.406
H 0.413 0.963 2.423  0.179
O -2.034 -2.639 1.091  -0.862
H -1.553 -2.001 0.441  0.271
H -1.566 -2.486 1.917  0.413
O 2.365 -0.982 2.128  -0.751
H 1.488 -0.617 1.887  0.135
H 2.677 -1.342 1.305  0.532
O -0.438 2.954 -2.291  -0.801
H -1.250 3.441 -2.320  0.342
H -0.635 2.165 -1.670  0.296
O 1.155 -0.818 -2.945  -0.773
H 0.370 -1.295 -2.975  0.383
H 1.213 -0.427 -2.033  0.010
O 2.945 1.529 0.493  -0.821
H 2.814 1.344 1.423  0.379
H 2.472 0.780 0.113  0.250
O 0.345 -3.256 -1.530  -0.834
H -0.121 -2.481 -1.140  0.151
H 1.291 -3.086 -1.417  0.600
O -2.543 0.408 -2.171  -0.903
H -2.627 -0.567 -2.108  0.733
H -1.792 0.552 -1.556  0.247
O 2.074 1.854 -2.119  -0.764
H 1.230 2.294 -2.246  0.599
H 1.730 1.192 -1.522  -0.018
O -2.373 -2.324 -1.919  -0.822
H -3.046 -2.700 -1.402  0.275
H -1.692 -1.848 -1.341  0.674
O -2.371 2.898 0.081  -0.777
H -1.948 3.711 -0.047  0.303
H -1.809 2.169 -0.268  0.273
O -0.129 -1.815 3.135  -0.770
H 0.182 -1.414 3.924  0.271
H 0.018 -1.143 2.449  0.313
O 2.632 -2.370 -0.458  -0.952
H 2.145 -2.863 0.221  0.323
H 2.119 -1.514 -0.643  0.101
O 0.556 2.938 0.383  -0.800
H 1.365 2.398 0.393  0.806
H -0.026 2.231 0.028  0.306



[3]
A structure of composition H30O19S in a non-equilibrium geometry. Source: the Open Molecules 2025 dataset; level of theory: wB97M-V/def2-TZVPD.

The HOMO energy comes out at -4.45 eV. Its net charge is -2. The calculation puts the max |F| at 9.0 eV/A. The HOMO-LUMO gap comes out at 9.4 eV. The value obtained for the relative energy (zero: lowest compared OMol25 entry of this formula, charge and spin) is 7.933 eV. The LUMO energy comes out at 0.180 Ha.

Each line ends with the Mulliken charge.
Element x y z (Å)
S -0.146 0.097 -0.079  0.013
O -1.504 -0.404 -0.233  -0.952
O -0.182 1.584 -0.052  -0.868
O 0.242 -0.585 1.223  -0.493
O 0.693 -0.328 -1.122  -1.004
O -4.137 0.409 -0.757  -0.714
H -4.151 -0.562 -1.011  0.378
H -3.301 0.304 -0.509  0.376
O -0.674 -3.714 1.508  -0.794
H -1.421 -3.017 1.327  0.356
H 0.083 -3.209 1.577  0.430
O 2.699 -1.256 -3.600  -0.760
H 3.475 -0.667 -3.583  0.292
H 1.820 -0.701 -3.624  0.387
O 1.725 -2.160 -1.393  -0.804
H 1.188 -1.463 -1.286  0.415
H 2.231 -2.026 -2.118  0.441
O 1.797 -2.545 1.900  -0.729
H 2.474 -2.744 1.180  0.356
H 1.355 -1.875 1.522  0.481
O -2.090 2.620 1.372  -0.761
H -1.359 2.313 0.828  0.503
H -1.997 3.610 1.677  0.276
O -2.661 -1.456 -1.917  -0.777
H -2.020 -2.147 -2.099  0.328
H -2.361 -0.963 -1.144  0.550
O 1.603 4.032 1.260  -0.763
H 1.105 3.576 1.963  0.284
H 1.766 3.458 0.468  0.448
O 1.766 2.814 -0.985  -0.928
H 0.938 2.384 -0.715  0.423
H 2.189 1.919 -0.692  0.831
O 0.755 0.603 -3.065  -0.879
H 0.776 0.313 -2.125  0.951
H -0.115 0.598 -3.520  0.239
O 1.613 0.414 3.124  -0.688
H 1.115 -0.131 2.476  0.596
H 1.249 0.207 4.064  0.274
O -1.385 3.161 -1.671  -0.733
H -0.899 2.646 -0.950  0.518
H -2.105 2.610 -2.107  0.308
O 2.884 0.837 -0.338  -0.562
H 3.468 0.406 0.264  0.284
H 2.052 0.428 -0.533  0.085
O -1.407 -1.206 3.279  -0.776
H -0.945 -1.923 3.817  0.356
H -0.666 -0.906 2.637  0.274
O -2.760 -2.034 1.232  -0.870
H -2.384 -1.773 2.051  0.525
H -2.388 -1.545 0.479  0.881



[4]
A structure of composition H31O15 in a non-equilibrium geometry. Source: the Open Molecules 2025 dataset; level of theory: wB97M-V/def2-TZVPD.

The HOMO energy comes out at -13.53 eV. Its net charge is +1. The calculation puts the max |F| at 13.0 eV/A. The HOMO-LUMO gap comes out at 10.6 eV. The value obtained for the relative energy (zero: lowest compared OMol25 entry of this formula, charge and spin) is 6.500 eV. The LUMO energy comes out at -0.107 Ha.

Each line ends with the Mulliken charge.
Element x y z (Å)
O -0.150 0.952 -2.169  -0.442
H -3.089 -1.055 2.960  0.416
H -0.506 0.611 -1.385  0.226
O 1.243 -1.122 -0.033  -0.439
H 0.688 1.197 3.259  0.323
H 1.711 -1.196 0.924  0.202
O -1.920 2.921 2.541  -0.481
H -2.083 -0.081 2.148  0.336
H -0.328 3.729 -1.962  0.254
O 2.475 -3.733 0.475  -0.643
H 0.043 -2.475 -4.515  0.289
H 2.794 -4.076 -0.462  0.330
O -0.249 4.093 1.082  -0.634
H -0.078 3.379 1.698  0.236
H 0.598 4.001 0.551  0.325
O -2.009 -0.858 2.711  -0.738
H -2.110 3.756 2.533  0.240
H -2.700 2.465 2.733  0.244
O -3.745 -1.306 -1.715  -0.565
H -0.861 -2.225 -1.714  0.480
H 0.425 -1.158 -3.830  0.298
O -1.601 -2.769 1.225  -0.684
H 1.737 -0.632 -0.479  0.153
H -1.316 -2.361 -0.070  0.531
O -0.230 -1.923 -3.797  -0.608
H -1.678 -1.943 1.807  0.445
H 1.349 1.801 -1.637  0.236
O 2.093 -1.693 -2.892  -0.575
H -0.734 4.369 -0.743  0.304
O 0.962 1.963 3.808  -0.599
H 0.487 2.668 3.410  0.319
H -4.308 -0.697 -1.220  0.286
O -1.193 -1.597 -1.016  -0.338
H -1.146 -3.557 1.786  0.382
H -0.293 -1.226 -1.006  0.198
O 2.010 1.210 -1.171  -0.543
H -4.136 -1.224 -2.627  0.301
H 2.645 1.917 -1.313  0.301
O -0.930 3.577 -1.347  -0.517
H -0.779 1.300 -2.714  0.220
H 3.854 -0.188 2.119  0.299
O 3.019 0.040 2.572  -0.589
H 3.112 0.933 2.963  0.324
H 3.384 -3.195 0.663  0.311
H 2.731 -1.335 -2.311  0.270
H 2.390 -1.542 -3.758  0.318



[5]
A structure of composition H31O16 in a non-equilibrium geometry. Source: the Open Molecules 2025 dataset; level of theory: wB97M-V/def2-TZVPD.

The HOMO energy comes out at -6.60 eV. Its net charge is -1. The calculation puts the max |F| at 9.7 eV/A. The HOMO-LUMO gap comes out at 8.6 eV. The value obtained for the relative energy (zero: lowest compared OMol25 entry of this formula, charge and spin) is 8.011 eV. The LUMO energy comes out at 0.072 Ha.

Each line ends with the Mulliken charge.
Element x y z (Å)
O -1.500 0.913 -2.871  -0.567
H 4.448 -0.252 1.014  0.342
H 0.535 3.653 -3.081  0.293
O 3.261 -0.409 -1.006  -0.582
H -2.269 0.402 -2.435  0.463
H -1.203 0.334 -3.600  0.144
O -2.152 -0.789 4.086  -0.632
H 3.067 -0.038 -0.224  0.265
H 0.073 5.058 -2.862  0.331
O 0.784 4.505 -3.303  -0.632
H 0.196 -2.540 0.015  0.196
H 2.534 -0.022 -1.519  0.301
O 4.297 0.001 1.966  -0.608
H -3.413 0.160 1.582  0.167
H 1.810 -0.104 2.693  0.260
O -3.481 2.695 -1.683  -0.649
H -2.725 2.545 -2.537  0.357
H -3.099 2.622 -0.870  0.281
O -0.686 1.895 0.730  -0.605
H -1.083 1.387 1.539  0.259
H -1.325 1.990 0.105  0.304
O 1.496 -2.934 4.122  -0.686
H 0.515 -3.245 3.923  0.317
H -2.585 -1.090 3.265  0.332
O 1.033 3.254 0.531  -0.639
H 0.678 2.897 -0.360  0.310
O -3.567 0.488 0.817  -0.745
H 3.423 -0.279 2.429  0.210
H -2.703 -0.016 0.106  0.442
O -2.729 -3.277 -1.527  -0.624
H -1.428 -1.364 4.350  0.294
H -3.056 -2.404 -1.337  0.356
O 1.107 -0.634 2.772  -0.646
H 3.337 -2.559 0.190  0.375
H 1.286 -0.694 -4.693  0.296
O -0.197 -1.768 0.338  -0.589
H -1.909 -3.100 -1.880  0.269
H -1.209 0.446 -0.840  0.303
O 0.452 -0.553 -5.019  -0.619
H 1.262 -1.386 2.069  0.294
H -0.185 -1.221 -4.803  0.319
O -1.746 -0.343 -0.848  -1.037
H 0.276 3.474 1.138  0.339
H 1.348 -1.981 3.629  0.500
O 3.754 -2.927 1.087  -0.639
H -1.072 -1.418 -0.257  0.339
H 3.473 -2.196 1.707  0.238